(1)
Below is a structure of composition O4S2, with properties calculated with ωB97M-V/def2-TZVPD.

The lowest unoccupied orbital energy comes out at -1.62 eV. The HOMO energy comes out at -11.4674 eV. The multiplicity is 1. The frontier orbital gap is 9.8 eV.

Last column: Löwdin charge in e.
Cartesian coordinates (Å):
O1 -0.78 -0.60 0.59  -0.499
O2 1.77 -0.08 1.09  -0.398
O3 -2.27 0.93 -0.52  -0.347
O4 0.90 -0.12 -1.13  -0.508
S1 -1.00 0.70 0.01  0.909
S2 1.39 -0.84 -0.04  0.843


(2)
Below is the ion O4S4 with charge -2, with properties calculated with ωB97M-V/def2-TZVPD.

As for the total charge: -2. The lowest unoccupied orbital energy comes out at 5.81 eV. The HOMO energy comes out at -0.5676 eV. The multiplicity is 1. The frontier orbital gap is 6.4 eV.

Last column: Löwdin charge in e.
Cartesian coordinates (Å):
O1 1.38 1.39 0.37  -0.473
S1 0.99 0.16 -0.28  -0.113
O2 1.10 0.13 -1.71  -0.494
S2 1.93 -1.40 0.35  0.068
S3 -1.04 0.02 0.28  -0.041
O3 -1.09 0.18 1.76  -0.504
O4 -1.61 1.21 -0.38  -0.500
S4 -1.67 -1.70 -0.39  0.058


(3)
Below is a structure of composition O4V2, with properties calculated with ωB97M-V/def2-TZVPD.

As for the total charge: +1. The lowest unoccupied orbital energy (spin up / spin down) comes out at -8.23 / -8.03 eV. The HOMO energy (spin up / spin down) comes out at -12.2172 / -13.9301 eV. The multiplicity is 2. The frontier orbital gap (spin up / spin down) is 4.0 / 5.9 eV.

Last column: Löwdin charge in e.
Cartesian coordinates (Å):
O1 -1.12 -0.41 1.29  -0.175
V1 0.16 -1.35 1.53  1.333
O2 -0.41 -2.92 1.69  -0.225
O3 -0.63 1.30 -0.89  -0.476
V2 0.27 1.69 -2.11  1.008
O4 1.74 1.68 -1.51  -0.464


(4)
Below is an isolated molecule of O5S, with properties calculated with ωB97M-V/def2-TZVPD.

The lowest unoccupied orbital energy (spin up / spin down) comes out at -0.19 / -4.26 eV. The HOMO energy (spin up / spin down) comes out at -10.7088 / -11.3937 eV. The multiplicity is 3. The frontier orbital gap (spin up / spin down) is 10.5 / 7.1 eV.

Last column: Löwdin charge in e.
Cartesian coordinates (Å):
O1 -1.97 -0.55 0.69  -0.386
O2 1.65 0.64 0.13  0.142
O3 1.19 -0.54 0.24  -0.106
O4 -0.48 1.28 -0.20  -0.391
O5 0.39 -0.90 -0.64  -0.184
S1 -1.36 0.11 -0.42  0.924


In the order shown, the computed ΔE to the lowest compared entry with this formula, charge and spin values come out to 83.4; 61.3; 181.9; 0.0 kJ/mol.
In the order shown, the computed maximum force values come out to 4.0; 3.0; 6.4; 4.9 eV/Å.
In the order shown, the computed molecular weight values come out to 128.13; 192.26; 165.88; 112.06 g mol⁻¹.